[1]
ORCA calculation (ωB97M-V/def2-TZVPD) on the molecule C23H27N5O2.

The lowest unoccupied orbital energy is 0.025 Ha. For the energy above the lowest of the compared OMol25 structures with the same formula, charge and spin, the calculation gives 283.8 kJ/mol. The SMILES is Cn1cc(CNC(=O)c2ccc(OC3CCN(Cc4ccccn4)CC3)cc2)cn1. The calculated total energy is -35834.5355 eV. The net charge is 0. The calculation puts the HOMO-LUMO gap at 8.74 eV.

Last column: Mulliken charge in e.
Atoms and positions in Å:
C (-7.66, -2.52, 0.25)  -0.83
N (-6.62, -1.53, 0.26)  0.68
C (-6.63, -0.31, -0.31)  -1.06
C (-5.42, 0.29, -0.03)  0.71
C (-4.74, -0.68, 0.74)  -0.55
N (-5.48, -1.76, 0.90)  -0.90
H (-3.76, -0.61, 1.17)  0.71
C (-4.93, 1.64, -0.43)  -0.92
N (-3.51, 1.63, -0.66)  -0.19
C (-2.66, 2.38, 0.09)  0.27
O (-3.05, 3.20, 0.89)  -0.69
C (-1.21, 2.12, -0.16)  0.69
C (-0.32, 2.43, 0.87)  -1.24
C (1.03, 2.18, 0.75)  -0.15
C (1.53, 1.61, -0.42)  0.52
C (0.65, 1.35, -1.47)  -0.44
C (-0.70, 1.60, -1.34)  -0.69
H (-1.35, 1.41, -2.19)  0.47
H (1.05, 0.95, -2.39)  0.52
O (2.82, 1.28, -0.66)  -0.35
C (3.83, 1.57, 0.30)  0.21
C (5.15, 1.25, -0.42)  -1.44
C (5.21, -0.24, -0.74)  -0.43
N (5.06, -1.08, 0.45)  0.19
C (4.25, -2.27, 0.24)  -1.46
C (2.79, -2.06, -0.07)  1.09
N (1.99, -1.81, 0.96)  -0.47
C (0.70, -1.62, 0.75)  -0.47
C (0.12, -1.67, -0.51)  -0.21
C (0.95, -1.93, -1.59)  -0.73
C (2.30, -2.12, -1.37)  -0.49
H (2.97, -2.34, -2.19)  0.39
H (0.54, -1.99, -2.60)  0.44
H (-0.94, -1.53, -0.64)  0.53
H (0.10, -1.42, 1.63)  0.43
H (4.32, -2.87, 1.15)  0.45
H (4.71, -2.83, -0.58)  0.39
C (4.81, -0.35, 1.67)  -1.41
C (3.71, 0.72, 1.57)  -0.31
H (3.75, 1.35, 2.46)  0.44
H (2.74, 0.21, 1.57)  0.31
H (5.76, 0.14, 1.95)  0.43
H (4.56, -1.06, 2.45)  0.45
H (6.17, -0.48, -1.21)  0.34
H (4.42, -0.46, -1.47)  0.16
H (5.99, 1.55, 0.20)  0.41
H (5.19, 1.81, -1.36)  0.48
H (3.80, 2.64, 0.54)  0.53
H (1.69, 2.43, 1.57)  0.38
H (-0.72, 2.87, 1.77)  0.46
H (-3.14, 0.88, -1.23)  0.28
H (-5.11, 2.37, 0.36)  0.39
H (-5.46, 1.97, -1.34)  0.34
H (-7.48, 0.04, -0.87)  0.46
H (-7.30, -3.38, 0.81)  0.30
H (-8.57, -2.13, 0.70)  0.31
H (-7.88, -2.83, -0.78)  0.30

=====

[2]
ORCA calculation (ωB97M-V/def2-TZVPD) on the molecule C23H27N5O3.

The lowest unoccupied orbital energy is 0.013 Ha. For the energy above the lowest of the compared OMol25 structures with the same formula, charge and spin, the calculation gives 134.2 kJ/mol. The SMILES is COc1ccc(C(=O)Nc2ccc3c(c2)nc(CN2CCN(C(C)=O)CC2)n3C)cc1. The calculated total energy is -37883.3452 eV. The net charge is 0. The calculation puts the HOMO-LUMO gap at 8.48 eV.

Last column: Mulliken charge in e.
Atoms and positions in Å:
C (3.33, 6.71, 0.39)  -0.82
H (2.53, 7.20, 0.96)  0.33
O (4.09, 5.86, 1.21)  -0.46
C (3.47, 4.81, 1.82)  0.93
C (4.28, 4.02, 2.64)  -0.55
C (3.76, 2.94, 3.30)  -0.48
C (2.42, 2.59, 3.14)  -0.18
C (1.61, 3.39, 2.34)  -0.20
C (2.13, 4.49, 1.68)  -0.45
H (1.47, 5.09, 1.07)  0.40
H (0.56, 3.16, 2.23)  0.43
C (1.86, 1.45, 3.92)  0.02
O (2.13, 1.26, 5.09)  -0.66
N (0.98, 0.63, 3.27)  -0.09
C (0.71, 0.52, 1.90)  0.08
C (-0.58, 0.20, 1.51)  -0.89
C (-0.84, 0.08, 0.15)  0.49
N (-2.00, -0.21, -0.52)  -0.78
C (-1.71, -0.19, -1.79)  0.79
N (-0.39, 0.09, -2.03)  0.15
C (0.20, 0.27, -0.80)  0.87
C (1.49, 0.56, -0.40)  -1.33
C (1.73, 0.67, 0.95)  -0.14
H (2.73, 0.88, 1.30)  0.55
H (2.29, 0.69, -1.11)  0.40
C (0.32, 0.20, -3.28)  -1.19
H (-0.38, 0.36, -4.09)  0.38
H (1.01, 1.04, -3.23)  0.42
H (0.89, -0.71, -3.48)  0.31
C (-2.71, -0.53, -2.84)  -1.56
N (-3.00, -1.95, -2.94)  0.06
C (-1.83, -2.76, -3.23)  -0.24
C (-2.29, -4.19, -3.55)  -1.29
N (-3.02, -4.73, -2.44)  0.16
C (-2.67, -5.77, -1.64)  1.13
O (-3.34, -6.08, -0.68)  -0.65
C (-1.43, -6.54, -2.04)  -1.35
H (-1.31, -7.36, -1.34)  0.33
H (-1.52, -6.94, -3.04)  0.35
H (-0.55, -5.90, -1.99)  0.32
C (-4.16, -3.90, -2.09)  -1.18
C (-3.71, -2.48, -1.79)  -0.36
H (-4.58, -1.85, -1.60)  0.38
H (-3.08, -2.47, -0.89)  0.27
H (-4.64, -4.35, -1.22)  0.48
H (-4.86, -3.89, -2.94)  0.33
H (-1.42, -4.80, -3.79)  0.53
H (-2.95, -4.15, -4.42)  0.28
H (-1.32, -2.34, -4.10)  0.42
H (-1.13, -2.79, -2.37)  0.27
H (-2.37, -0.19, -3.83)  0.41
H (-3.65, -0.02, -2.60)  0.42
H (-1.37, 0.05, 2.23)  0.47
H (0.49, -0.01, 3.88)  0.25
H (4.38, 2.34, 3.95)  0.43
H (5.32, 4.29, 2.75)  0.43
H (2.90, 6.17, -0.46)  0.33
H (4.02, 7.46, 0.03)  0.24

=====

[3]
ORCA calculation (ωB97M-V/def2-TZVPD) on a structure of composition C23H27N5O3PdS5Se.

The lowest unoccupied orbital energy (spin up / spin down) is -0.233 / -0.326 Ha. For the energy above the lowest of the compared OMol25 structures with the same formula, charge and spin, the calculation gives 22.8 kJ/mol. Its multiplicity is 5. The calculated total energy is -160867.6153 eV. The net charge is +2. The calculation puts the HOMO-LUMO gap (spin up / spin down) at 7.64 / 5.56 eV. The expectation value of S² is 6.0322.

Last column: Mulliken spin population.
Atoms and positions in Å:
Pd (0.76, -0.62, 1.08)  1.07
C (-2.29, 0.00, 2.28)  -0.01
C (-1.50, 0.99, 3.12)  0.00
S (0.11, 1.42, 2.40)  0.19
C (1.24, 1.23, 3.81)  0.03
C (1.30, -0.15, 4.45)  -0.01
S (1.68, -1.48, 3.26)  0.18
C (0.41, -2.72, 3.61)  -0.01
C (-1.04, -2.26, 3.50)  0.00
S (-1.45, -1.56, 1.88)  0.18
H (-3.23, -0.24, 2.78)  0.00
H (-2.54, 0.42, 1.31)  0.00
H (-2.07, 1.91, 3.21)  0.00
H (-1.34, 0.62, 4.13)  0.00
H (2.21, 1.52, 3.41)  -0.02
H (0.97, 1.97, 4.56)  0.00
H (2.09, -0.16, 5.20)  0.00
H (0.37, -0.40, 4.96)  0.00
H (0.62, -3.52, 2.90)  0.00
H (0.59, -3.13, 4.61)  0.00
H (-1.69, -3.12, 3.65)  0.00
H (-1.29, -1.53, 4.27)  0.00
N (-0.16, -0.15, -0.95)  0.16
C (-1.06, 0.95, -1.12)  -0.03
C (-0.66, 2.23, -0.75)  0.01
C (-1.52, 3.30, -0.91)  0.00
C (-2.79, 3.08, -1.43)  0.00
C (-3.20, 1.81, -1.80)  0.00
C (-2.33, 0.75, -1.65)  0.02
S (-3.91, 4.44, -1.59)  -0.09
O (-4.44, 4.72, -0.21)  0.64
O (-4.93, 4.06, -2.50)  0.12
O (-3.12, 5.63, -1.82)  0.35
H (-0.61, -1.01, -1.24)  -0.01
H (0.68, -0.01, -1.52)  -0.01
H (0.33, 2.40, -0.34)  0.00
H (-1.22, 4.30, -0.64)  0.00
H (-4.19, 1.67, -2.22)  0.00
H (-2.64, -0.25, -1.96)  0.00
Se (3.28, -2.85, 0.06)  0.01
N (1.51, -2.56, 0.07)  0.12
C (0.94, -3.46, -0.72)  0.00
C (-0.45, -3.61, -0.99)  0.00
C (-0.85, -4.59, -1.83)  0.00
C (0.08, -5.48, -2.47)  0.01
C (1.41, -5.39, -2.24)  0.00
C (1.88, -4.37, -1.35)  0.02
N (3.15, -4.20, -1.06)  -0.01
H (-1.18, -2.99, -0.48)  -0.01
H (-1.90, -4.73, -2.03)  0.00
H (-0.31, -6.24, -3.14)  0.00
H (2.13, -6.06, -2.70)  0.00
C (1.54, 1.59, -4.19)  0.00
C (2.24, 2.01, -2.94)  -0.02
C (2.80, 3.28, -2.80)  0.07
C (3.38, 3.61, -1.59)  -0.02
N (3.46, 2.72, -0.59)  0.07
C (2.88, 1.56, -0.82)  -0.06
S (3.00, 0.46, 0.55)  1.00
N (2.26, 1.15, -1.92)  0.05
H (2.04, 1.99, -5.07)  0.00
H (0.52, 1.98, -4.19)  0.00
H (1.50, 0.51, -4.26)  0.00
H (2.78, 3.99, -3.61)  0.00
H (3.82, 4.58, -1.41)  0.00

=====

[4]
ORCA calculation (ωB97M-V/def2-TZVPD) on the molecule C23H27N5O6 in a non-equilibrium geometry.

The lowest unoccupied orbital energy is 0.007 Ha. For the energy above the lowest of the compared OMol25 structures with the same formula, charge and spin, the calculation gives 0.0 kJ/mol. The SMILES is CCCCCCn1nc(C(=O)OCC(=O)c2c(N)n(C)c(=O)n(C)c2=O)c2ccccc2c1=O. The calculated total energy is -44027.2208 eV. The net charge is 0. The calculation puts the HOMO-LUMO gap at 8.84 eV.

Last column: Mulliken charge in e.
Atoms and positions in Å:
C (-8.08, -2.82, -1.74)  -1.20
C (-7.68, -1.53, -1.03)  -0.63
C (-6.72, -1.75, 0.14)  -0.30
C (-5.32, -2.15, -0.31)  -0.37
C (-4.39, -2.51, 0.85)  -0.95
C (-4.11, -1.35, 1.80)  -1.13
N (-3.48, -0.24, 1.10)  0.57
N (-2.24, -0.47, 0.70)  -0.85
C (-1.58, 0.41, 0.02)  0.52
C (-2.15, 1.68, -0.34)  0.77
C (-1.48, 2.67, -1.07)  -0.74
C (-2.11, 3.86, -1.36)  -0.61
C (-3.41, 4.10, -0.93)  -0.56
C (-4.08, 3.14, -0.21)  -0.53
C (-3.46, 1.93, 0.10)  0.03
C (-4.19, 0.93, 0.87)  0.60
O (-5.32, 1.06, 1.29)  -0.73
H (-5.09, 3.30, 0.15)  0.49
H (-3.89, 5.04, -1.16)  0.41
H (-1.59, 4.62, -1.93)  0.42
H (-0.47, 2.48, -1.41)  0.57
C (-0.20, 0.01, -0.36)  0.45
O (0.41, 0.44, -1.31)  -0.69
O (0.27, -0.93, 0.46)  -0.34
C (1.62, -1.31, 0.24)  -0.88
C (2.54, -0.14, 0.58)  1.36
O (2.05, 0.87, 1.07)  -0.90
C (3.95, -0.29, 0.30)  -0.45
C (4.81, 0.81, 0.47)  0.34
N (4.34, 1.96, 0.96)  -0.28
H (4.91, 2.79, 1.01)  0.19
H (3.33, 1.96, 1.15)  0.30
N (6.13, 0.72, 0.15)  -0.06
C (6.70, -0.45, -0.33)  0.68
O (7.88, -0.50, -0.61)  -0.65
N (5.87, -1.52, -0.46)  -0.03
C (4.50, -1.54, -0.17)  0.87
O (3.87, -2.57, -0.33)  -0.71
C (6.48, -2.74, -0.95)  -1.13
H (6.91, -2.57, -1.94)  0.33
H (5.71, -3.50, -1.00)  0.35
H (7.28, -3.05, -0.28)  0.32
C (7.01, 1.86, 0.32)  -1.34
H (7.05, 2.18, 1.36)  0.41
H (6.70, 2.69, -0.32)  0.40
H (8.00, 1.54, 0.01)  0.36
H (1.82, -2.16, 0.89)  0.49
H (1.77, -1.60, -0.80)  0.37
H (-3.42, -1.68, 2.59)  0.36
H (-5.03, -0.96, 2.24)  0.53
H (-3.44, -2.86, 0.45)  0.37
H (-4.83, -3.32, 1.43)  0.46
H (-4.88, -1.34, -0.89)  0.18
H (-5.38, -3.02, -0.97)  0.43
H (-6.66, -0.82, 0.70)  0.21
H (-7.13, -2.52, 0.80)  0.29
H (-7.22, -0.85, -1.75)  0.31
H (-8.58, -1.05, -0.66)  0.36
H (-8.81, -2.62, -2.52)  0.37
H (-8.53, -3.52, -1.03)  0.29
H (-7.23, -3.30, -2.20)  0.32

=====

- Which value of energy above the lowest of the compared OMol25 structures with the same formula, charge and spin does entry 4 give?
  0.0 kJ/mol

=====

- Which of these has the highest net charge?
  C23H27N5O3PdS5Se